# 1
# C43H91F6N4O8

7 unconnected molecules or ions with the total composition C43H91F6N4O8 at a distorted geometry (ωB97M-V/def2-TZVPD, OMol25).

Properties
LUMO level, hartree: -0.16937
Kohn-Sham gap, eV: 0.093
ΔE to the lowest compared entry with this formula, charge and spin, eV: 8.5954
Multiplicity: 1
Charge: +1

Last column: Löwdin charge in e.
Positions of all 152 atoms, in Å:
C (1.707, -0.373, 1.144)  -0.0374
C (0.295, -0.904, 0.816)  -0.8444
O (-0.729, -0.286, 1.130)  -0.1541
O (0.152, -1.980, 0.185)  -0.1402
H (2.138, 0.054, 0.238)  0.0636
H (2.247, -1.266, 1.458)  0.0651
H (1.652, 0.383, 1.926)  0.0537
C (-5.716, -5.514, 9.908)  -0.0936
C (-5.838, -5.808, 8.415)  -0.2605
C (-4.859, -5.163, 7.492)  -0.2052
C (-3.414, -5.482, 7.895)  -0.1353
N (-2.329, -4.903, 6.983)  -0.1565
C (-0.881, -5.317, 7.577)  -0.0574
C (-0.017, -5.314, 6.345)  -0.1203
C (-0.940, -6.030, 5.245)  -0.1169
C (-2.318, -5.660, 5.603)  -0.1199
C (-2.459, -3.377, 6.715)  -0.0935
C (-2.404, -2.602, 8.034)  -0.2226
C (-2.457, -1.027, 7.991)  -0.0644
H (-6.514, -5.935, 10.521)  0.0827
H (-5.712, -4.424, 9.935)  0.0767
H (-4.814, -5.814, 10.442)  0.0709
H (-6.721, -5.284, 8.048)  0.1142
H (-5.936, -6.888, 8.312)  0.1181
H (-4.964, -4.083, 7.597)  0.1121
H (-4.986, -5.489, 6.460)  0.1199
H (-3.303, -6.566, 7.867)  0.1376
H (-3.255, -5.099, 8.903)  0.1177
H (-0.642, -4.761, 8.483)  0.1291
H (-1.088, -6.344, 7.878)  0.1291
H (0.339, -4.302, 6.154)  0.1167
H (0.885, -5.872, 6.594)  0.1265
H (-0.682, -5.540, 4.306)  0.1253
H (-0.790, -7.108, 5.188)  0.1278
H (-2.823, -5.169, 4.771)  0.1345
H (-2.935, -6.551, 5.720)  0.1241
H (-3.311, -3.154, 6.073)  0.1319
H (-1.560, -3.094, 6.169)  0.1316
H (-1.461, -2.774, 8.553)  0.1004
H (-3.136, -2.992, 8.742)  0.0942
H (-1.641, -0.663, 7.365)  0.0781
H (-2.480, -0.537, 8.964)  0.0810
H (-3.361, -0.791, 7.430)  0.0655
C (-3.342, 6.882, -4.593)  -0.0802
C (-3.703, 7.560, -3.209)  -0.2256
C (-3.389, 6.641, -1.985)  -0.1805
C (-3.768, 7.291, -0.633)  -0.0995
N (-3.490, 6.430, 0.614)  -0.2047
C (-4.487, 5.283, 0.731)  -0.1139
C (-4.459, 4.845, 2.184)  -0.1343
C (-4.012, 6.121, 2.993)  -0.1267
C (-3.743, 7.228, 1.969)  -0.0449
C (-2.044, 5.855, 0.705)  -0.0977
C (-0.886, 6.915, 0.549)  -0.1924
C (0.437, 6.084, 0.453)  -0.0686
H (-2.271, 6.682, -4.634)  0.0764
H (-3.758, 7.489, -5.397)  0.0737
H (-3.883, 5.938, -4.651)  0.0622
H (-4.739, 7.900, -3.221)  0.1032
H (-3.172, 8.505, -3.094)  0.1051
H (-2.340, 6.343, -1.976)  0.1059
H (-3.882, 5.679, -2.124)  0.1079
H (-4.819, 7.550, -0.501)  0.1294
H (-3.150, 8.182, -0.529)  0.1301
H (-4.104, 4.485, 0.095)  0.1309
H (-5.435, 5.702, 0.395)  0.1350
H (-3.662, 4.106, 2.269)  0.1076
H (-5.361, 4.331, 2.519)  0.1176
H (-3.129, 5.884, 3.587)  0.1172
H (-4.818, 6.480, 3.632)  0.1160
H (-2.778, 7.693, 2.173)  0.1164
H (-4.595, 7.886, 1.796)  0.1345
H (-1.969, 5.209, -0.170)  0.1167
H (-1.908, 5.223, 1.582)  0.1327
H (-0.821, 7.580, 1.410)  0.1002
H (-1.021, 7.512, -0.353)  0.1010
H (0.653, 5.531, 1.366)  0.0841
H (1.369, 6.589, 0.196)  0.0893
H (0.245, 5.412, -0.383)  0.0751
C (-8.132, -1.745, 0.719)  0.0238
C (-6.928, -2.567, 0.270)  -0.2976
O (-6.674, -3.731, 0.550)  0.1638
N (-5.937, -1.873, -0.732)  0.1135
H (-6.461, -1.190, -1.260)  0.1583
H (-5.161, -1.372, -0.323)  0.1821
C (-5.408, -2.844, -1.806)  0.0223
H (-7.811, -0.773, 1.093)  0.0947
H (-8.716, -2.197, 1.521)  0.1035
H (-8.901, -1.616, -0.043)  0.1036
H (-4.819, -3.633, -1.339)  0.1070
H (-4.575, -2.475, -2.404)  0.1080
H (-6.170, -3.216, -2.491)  0.1122
C (2.953, 0.167, -8.828)  -0.0581
C (2.264, -0.972, -8.105)  -0.1426
N (2.392, -1.035, -6.527)  -0.2070
C (1.786, -2.333, -5.933)  0.0121
C (3.906, -0.892, -6.134)  -0.1173
C (4.857, -2.062, -6.568)  -0.0443
C (1.652, 0.158, -5.764)  -0.0358
C (0.357, 0.652, -6.459)  -0.1834
O (-0.649, -0.332, -6.704)  -0.1987
C (-1.851, 0.027, -7.324)  -0.1048
H (3.961, -0.134, -9.114)  0.0929
H (2.788, 1.153, -8.393)  0.0858
H (2.477, 0.262, -9.804)  0.0895
H (2.791, -1.886, -8.379)  0.1082
H (1.212, -1.135, -8.338)  0.1205
H (0.722, -2.475, -5.742)  0.0991
H (2.224, -2.460, -4.943)  0.1054
H (2.103, -3.227, -6.469)  0.1006
H (3.950, -0.893, -5.045)  0.1313
H (4.132, 0.112, -6.492)  0.1173
H (5.927, -1.855, -6.566)  0.0926
H (4.730, -2.514, -7.552)  0.0704
H (4.872, -2.877, -5.844)  0.0825
H (2.403, 0.948, -5.786)  0.1288
H (1.484, -0.162, -4.736)  0.1371
H (0.708, 1.240, -7.307)  0.1167
H (-0.058, 1.395, -5.778)  0.1300
H (-2.373, 0.764, -6.714)  0.0858
H (-2.434, -0.889, -7.414)  0.0927
H (-1.782, 0.427, -8.336)  0.0910
C (8.504, -5.104, -0.295)  -0.4918
O (7.519, -5.833, -1.014)  -0.1331
O (9.502, -6.052, -0.073)  -0.2735
C (8.817, -3.667, -0.967)  -0.5832
F (7.728, -3.121, -1.517)  0.1037
F (9.345, -2.859, -0.078)  0.1528
F (9.630, -3.811, -2.034)  0.1088
C (6.162, -5.662, -0.578)  -0.2816
C (5.333, -6.551, -1.543)  -0.0860
H (5.713, -6.301, -2.533)  0.0618
H (5.666, -7.563, -1.310)  0.0683
H (4.254, -6.434, -1.641)  0.0507
H (5.851, -4.621, -0.668)  0.0929
H (6.057, -5.891, 0.483)  0.1018
H (8.025, -4.947, 0.672)  0.1084
C (7.719, 4.846, -4.024)  -0.4786
O (8.044, 4.804, -2.626)  -0.1290
O (6.327, 5.036, -4.237)  -0.3259
C (8.659, 5.875, -4.699)  -0.5928
F (8.532, 7.163, -4.398)  0.1407
F (9.930, 5.542, -4.525)  0.1282
F (8.494, 5.833, -6.049)  0.0875
C (7.908, 3.485, -2.022)  -0.2557
C (8.435, 3.761, -0.614)  -0.0966
H (8.040, 4.683, -0.188)  0.0723
H (8.272, 2.926, 0.068)  0.0587
H (9.522, 3.711, -0.683)  0.0679
H (8.602, 2.792, -2.498)  0.1048
H (6.953, 2.959, -2.023)  0.1039
H (7.938, 3.841, -4.385)  0.1162



# 2
# C4H15N2O

2 unconnected molecules or ions with the total composition C4H15N2O at a distorted geometry (ωB97M-V/def2-TZVPD, OMol25).

Properties
LUMO level, hartree: -0.10671
Kohn-Sham gap, eV: 10.160
ΔE to the lowest compared entry with this formula, charge and spin, eV: 1.8089
Multiplicity: 1
Charge: +1

Last column: Löwdin charge in e.
Positions of all 22 atoms, in Å:
C (-0.641, -1.478, -0.147)  -0.2498
N (-1.303, -1.362, -1.436)  0.0087
C (0.662, -0.625, -0.108)  -0.2441
N (0.476, 0.838, 0.387)  -0.0011
C (1.042, 1.843, -0.558)  -0.0114
C (1.699, -1.070, 1.022)  -0.0176
H (-0.302, -2.520, 0.094)  0.1294
H (-1.345, -1.355, 0.661)  0.1116
H (-1.393, -2.133, -2.091)  0.0880
H (-2.210, -0.912, -1.380)  0.0680
H (0.863, -0.641, -1.187)  0.1419
H (0.914, 0.917, 1.288)  0.1279
H (-0.544, 0.966, 0.513)  0.0931
H (0.481, 2.059, -1.490)  0.1172
H (2.138, 1.560, -0.763)  0.1321
H (1.210, 2.769, -0.017)  0.0902
H (2.735, -1.105, 0.541)  0.1100
H (1.360, -2.114, 1.292)  0.0948
H (1.793, -0.411, 1.887)  0.0723
H (-2.991, 1.019, 0.819)  0.0764
H (-2.447, 2.344, 0.232)  0.1051
O (-2.196, 1.410, 0.441)  -0.0429



# 3
# C24H25Cl2OSi

A gas-phase ion, C24H25Cl2OSi (charge +1) at a distorted geometry (ωB97M-V/def2-TZVPD, OMol25).

Properties
LUMO level, hartree: -0.17392
Kohn-Sham gap, eV: 6.650
Multiplicity: 1
Charge: +1

Last column: Löwdin charge in e.
Positions of all 53 atoms, in Å:
C (-3.734, -0.592, 0.901)  -0.1370
Si (-3.044, 0.787, -0.131)  0.4889
C (-1.340, 0.433, -0.771)  -0.1344
C (-4.249, 1.380, -1.409)  -0.1381
O (-2.985, 2.180, 0.885)  -0.0037
C (-2.134, 2.788, 1.665)  -0.1656
C (-2.342, 4.244, 1.860)  -0.0523
C (-1.047, 2.084, 2.273)  -0.1567
C (0.260, 2.638, 2.174)  0.0128
C (1.350, 1.924, 2.661)  -0.0401
C (1.167, 0.686, 3.285)  -0.0273
C (-0.120, 0.148, 3.424)  -0.0375
C (-1.228, 0.839, 2.942)  -0.0062
H (-3.992, -1.413, 0.216)  0.0544
H (-3.010, -0.981, 1.628)  0.0310
H (-4.646, -0.294, 1.436)  0.0393
H (-1.414, -0.430, -1.447)  0.0548
H (-0.939, 1.277, -1.345)  0.0508
H (-0.625, 0.181, 0.021)  0.0372
H (-4.432, 0.586, -2.145)  0.0504
H (-5.208, 1.649, -0.947)  0.0469
H (-3.866, 2.260, -1.942)  0.0480
H (-1.349, 4.697, 1.914)  0.1170
H (-2.872, 4.662, 0.989)  0.1617
H (0.374, 3.601, 1.677)  0.1239
H (2.346, 2.354, 2.559)  0.1215
H (2.024, 0.158, 3.704)  0.1228
H (-0.271, -0.808, 3.923)  0.1216
H (-2.247, 0.465, 3.083)  0.1103
Cl (-2.896, 10.478, 4.202)  0.7085
C (-2.997, 8.786, 3.954)  -0.6792
C (-1.825, 8.011, 3.938)  -0.0820
C (-1.910, 6.643, 3.662)  -0.0362
C (-3.149, 6.012, 3.459)  -0.1687
C (-3.114, 4.506, 3.135)  -0.1972
C (-4.467, 3.763, 3.076)  -0.1927
C (-4.570, 2.506, 3.678)  -0.0365
C (-5.710, 1.723, 3.493)  -0.0955
C (-6.772, 2.228, 2.733)  -0.6804
Cl (-8.128, 1.227, 2.409)  0.7073
C (-6.706, 3.511, 2.187)  -0.0704
C (-5.517, 4.248, 2.301)  -0.0362
C (-4.309, 6.784, 3.563)  -0.0229
C (-4.236, 8.173, 3.737)  -0.0766
H (-0.862, 8.478, 4.111)  0.1086
H (-0.994, 6.049, 3.615)  0.1155
H (-2.550, 4.040, 3.962)  0.1545
H (-3.741, 2.139, 4.294)  0.1206
H (-5.766, 0.722, 3.916)  0.1123
H (-7.555, 3.920, 1.650)  0.1137
H (-5.414, 5.212, 1.793)  0.1239
H (-5.292, 6.322, 3.499)  0.1032
H (-5.134, 8.784, 3.704)  0.1121



# 4
# C6H14AsF6N2O3RuS

A molecular structure, C6H14AsF6N2O3RuS (ωB97M-V/def2-TZVPD, OMol25).

Properties
LUMO level (spin up / spin down), hartree: -0.64023 / -0.69044
Kohn-Sham gap (spin up / spin down), eV: 6.378 / 5.012
ΔE to the lowest compared entry with this formula, charge and spin, eV: 1.7195
Multiplicity: 2
Charge: +4

Last column: Löwdin charge in e.
Positions of all 34 atoms, in Å:
Ru (-1.343, 0.848, 0.653)  1.6851
C (-5.786, -0.282, 3.152)  0.1873
O (-4.758, 0.571, 2.386)  0.1606
C (-3.593, 0.321, 2.102)  -0.4114
O (-2.994, 1.239, 1.279)  -0.0533
N (-2.823, -0.709, 2.448)  0.1557
N (-1.484, -0.715, 1.956)  0.0571
H (-6.720, 0.005, 2.681)  0.1335
H (-5.731, 0.064, 4.181)  0.1317
H (-5.542, -1.330, 3.004)  0.1156
H (-3.140, -1.499, 3.010)  0.2177
H (-1.321, -1.583, 1.410)  0.1456
H (-0.835, -0.692, 2.752)  0.1821
F (-1.665, -0.414, -0.527)  -0.2806
As (-1.481, -3.391, -1.761)  0.9424
F (-2.792, -2.653, -0.882)  -0.2635
F (-1.365, -2.025, -2.728)  -0.1550
F (-2.504, -4.622, -2.200)  -0.0995
F (-0.146, -4.137, -2.445)  -0.1390
F (-0.605, -3.173, -0.296)  -0.2207
O (-0.004, 2.223, 1.070)  -0.6317
S (1.343, 2.674, 0.327)  1.1985
C (2.510, 3.115, 1.665)  -0.2042
C (2.555, 4.621, 1.789)  -0.1080
C (1.714, 5.321, 0.836)  -0.1128
C (1.079, 4.411, -0.190)  -0.2049
H (3.479, 2.691, 1.365)  0.1501
H (2.201, 2.597, 2.578)  0.1388
H (3.613, 5.090, 1.720)  0.2701
H (2.547, 5.001, 2.854)  0.2318
H (2.158, 6.255, 0.370)  0.2374
H (1.010, 6.013, 1.422)  0.2533
H (1.576, 4.485, -1.169)  0.1494
H (0.012, 4.585, -0.362)  0.1409



Q: Look up the multiplicity of the first one.
A: 1



Copy entry 4 word for word.
# C6H14AsF6N2O3RuS

A molecular structure, C6H14AsF6N2O3RuS (ωB97M-V/def2-TZVPD, OMol25).

Properties
LUMO level (spin up / spin down), hartree: -0.64023 / -0.69044
Kohn-Sham gap (spin up / spin down), eV: 6.378 / 5.012
ΔE to the lowest compared entry with this formula, charge and spin, eV: 1.7195
Multiplicity: 2
Charge: +4

Last column: Löwdin charge in e.
Positions of all 34 atoms, in Å:
Ru (-1.343, 0.848, 0.653)  1.6851
C (-5.786, -0.282, 3.152)  0.1873
O (-4.758, 0.571, 2.386)  0.1606
C (-3.593, 0.321, 2.102)  -0.4114
O (-2.994, 1.239, 1.279)  -0.0533
N (-2.823, -0.709, 2.448)  0.1557
N (-1.484, -0.715, 1.956)  0.0571
H (-6.720, 0.005, 2.681)  0.1335
H (-5.731, 0.064, 4.181)  0.1317
H (-5.542, -1.330, 3.004)  0.1156
H (-3.140, -1.499, 3.010)  0.2177
H (-1.321, -1.583, 1.410)  0.1456
H (-0.835, -0.692, 2.752)  0.1821
F (-1.665, -0.414, -0.527)  -0.2806
As (-1.481, -3.391, -1.761)  0.9424
F (-2.792, -2.653, -0.882)  -0.2635
F (-1.365, -2.025, -2.728)  -0.1550
F (-2.504, -4.622, -2.200)  -0.0995
F (-0.146, -4.137, -2.445)  -0.1390
F (-0.605, -3.173, -0.296)  -0.2207
O (-0.004, 2.223, 1.070)  -0.6317
S (1.343, 2.674, 0.327)  1.1985
C (2.510, 3.115, 1.665)  -0.2042
C (2.555, 4.621, 1.789)  -0.1080
C (1.714, 5.321, 0.836)  -0.1128
C (1.079, 4.411, -0.190)  -0.2049
H (3.479, 2.691, 1.365)  0.1501
H (2.201, 2.597, 2.578)  0.1388
H (3.613, 5.090, 1.720)  0.2701
H (2.547, 5.001, 2.854)  0.2318
H (2.158, 6.255, 0.370)  0.2374
H (1.010, 6.013, 1.422)  0.2533
H (1.576, 4.485, -1.169)  0.1494
H (0.012, 4.585, -0.362)  0.1409